11
Properties=species:S:1:pos:R:3 method="wB97M-V/def2-TZVPD" gap_ev=8.9598 de_lowest_kcal_mol=82.4 total_charge=0
C 0.333 -0.371 -0.231
C 0.055 0.194 1.117
H 0.022 -0.874 -2.035
H -1.192 -1.625 -0.972
H 0.895 -1.381 -0.124
H 1.250 0.367 -0.622
H -0.486 -0.448 1.942
H 1.226 0.049 1.583
H -0.906 2.686 -0.512
N -0.691 -0.643 -1.238
S -0.507 2.046 1.092


60
Properties=species:S:1:pos:R:3 method="wB97M-V/def2-TZVPD" gap_ev=10.3080 smiles=OCCO.OCCO.OCCO.OCCO.OCCO.OCCO de_lowest_kcal_mol=203.0 total_charge=0
C 3.266 -3.669 -2.441
C 3.252 -4.739 -1.305
O 1.826 -4.900 -0.965
O 4.523 -3.225 -2.779
H 2.695 -2.701 -1.920
H 2.624 -3.944 -3.299
H 3.698 -4.463 -0.378
H 3.528 -5.547 -1.723
H 1.377 -5.588 -1.372
H 4.988 -3.019 -2.058
C -0.721 3.569 -1.207
C 0.031 4.611 -0.366
O 1.100 5.270 -0.930
O -1.761 3.096 -0.499
H 0.004 2.737 -1.431
H -0.905 4.074 -2.190
H 0.540 4.150 0.600
H -0.784 5.076 -0.012
H 1.824 4.572 -1.137
H -2.352 2.630 -1.166
C 3.313 1.689 1.197
C 3.754 1.670 -0.298
O 4.002 2.962 -0.678
O 2.835 0.308 1.358
H 2.541 2.561 1.645
H 4.039 1.750 1.954
H 2.805 1.287 -0.747
H 4.535 1.085 -0.670
H 4.358 2.946 -1.579
H 2.250 -0.105 0.841
C -2.893 2.732 3.318
C -2.300 1.362 3.725
O -1.124 1.134 3.129
O -3.839 3.136 4.214
H -3.100 2.542 2.355
H -1.949 3.323 3.326
H -3.122 0.720 3.465
H -2.076 1.265 4.928
H -0.504 1.851 3.344
H -3.978 4.032 4.253
C 0.573 -1.332 -0.364
C -0.362 -0.095 -0.583
O 0.074 0.957 0.142
O 0.173 -2.333 -1.143
H 0.553 -1.480 0.604
H 1.676 -1.038 -0.503
H -1.387 -0.472 -0.296
H -0.307 0.228 -1.598
H -0.584 1.428 0.522
H 0.854 -3.088 -0.938
C -3.429 -2.609 -0.773
C -4.879 -3.097 -0.903
O -5.209 -3.827 0.069
O -2.922 -2.217 -2.020
H -2.801 -3.406 -0.681
H -3.437 -1.832 0.082
H -4.848 -3.633 -1.819
H -5.406 -2.046 -0.989
H -4.561 -4.107 0.526
H -2.074 -2.241 -1.837


86
Properties=species:S:1:pos:R:3 method="wB97M-V/def2-TZVPD" gap_ev=5.0239 de_lowest_kcal_mol=753.0 total_charge=-1
C 1.406 -1.094 -2.008
C -0.086 -0.727 -1.686
C -0.788 -1.962 -0.964
C -0.415 -2.155 0.539
C -0.875 -0.896 1.211
C -0.204 0.380 0.738
N -0.388 0.438 -0.793
O -0.185 1.731 -1.362
C 1.270 0.446 1.188
C -1.006 1.451 1.590
C -0.739 -0.673 -3.094
H 1.536 -2.088 -2.435
H 2.002 -1.109 -1.095
H 1.873 -0.455 -2.758
H -0.529 -2.873 -1.504
H -1.877 -1.992 -0.923
H 0.650 -2.246 0.753
H -0.809 -3.064 0.994
H -0.635 -1.026 2.266
H -1.964 -0.859 1.239
H 1.641 1.400 0.813
H 1.873 -0.336 0.725
H 1.485 0.341 2.251
H -0.563 2.426 1.391
H -0.782 1.398 2.656
H -2.060 1.424 1.314
H -1.826 -0.753 -3.101
H -0.434 -1.497 -3.739
H -0.465 0.203 -3.682
O 3.321 0.054 -1.001
H 4.152 -0.170 -1.418
H 3.524 0.091 -0.066
O 1.209 -2.044 2.457
H 1.794 -1.883 3.197
H 0.348 -2.172 2.855
O 3.150 3.151 0.682
H 3.134 2.253 0.351
H 3.237 3.056 1.630
O -0.111 4.142 2.071
H 0.440 3.548 1.561
H 0.380 4.963 2.096
O -0.884 2.633 3.793
H -0.240 3.210 3.382
H -0.543 1.751 3.647
O 3.571 -2.423 -0.888
H 3.310 -1.507 -0.985
H 3.157 -2.706 -0.072
O 1.075 -4.430 0.866
H 0.971 -3.523 1.152
H 0.442 -4.921 1.391
O -2.256 2.091 -1.433
H -2.883 1.368 -1.405
H -1.399 1.667 -1.388
O -2.840 -0.128 -1.119
H -1.898 -0.295 -1.144
H -3.089 -0.297 -0.210
O -1.491 3.796 -0.243
H -1.688 3.031 -0.784
H -0.572 3.687 0.001
O 0.072 0.829 3.710
H -0.761 0.514 3.360
H 0.542 0.035 3.963
O -3.307 -2.177 -2.511
H -3.286 -1.303 -2.121
H -2.827 -2.083 -3.334
O 0.656 3.517 0.006
H 1.606 3.587 -0.081
H 0.467 2.594 -0.161
O 2.213 1.987 -1.472
H 2.564 1.123 -1.256
H 1.326 1.982 -1.113
O -3.608 -0.861 0.537
H -4.410 -0.925 1.055
H -2.904 -1.022 1.165
O -2.474 -4.567 0.498
H -2.405 -3.743 0.981
H -2.745 -4.307 -0.382
O -1.852 -1.848 -4.160
H -1.389 -1.280 -4.776
H -1.899 -2.695 -4.603
O 3.489 -0.313 2.799
H 2.540 -0.222 2.716
H 3.651 -0.281 3.742
O 0.399 2.778 -2.791
H 0.338 2.212 -2.021
H -0.428 2.642 -3.254


135
Properties=species:S:1:pos:R:3 method="wB97M-V/def2-TZVPD" gap_ev=3.9018 total_charge=-1
C -0.520 6.837 1.448
C -0.388 5.865 0.299
C 0.557 6.074 -0.704
C 0.659 5.185 -1.767
C -0.200 4.089 -1.817
C -1.155 3.861 -0.825
C -2.077 2.684 -0.913
C -1.739 1.578 0.072
C -0.313 1.149 -0.227
C 0.129 -0.120 0.541
C 0.317 -1.373 -0.331
C 1.724 -1.951 -0.171
S 2.222 -3.076 -1.468
O 2.796 -2.373 -2.577
O 3.089 -4.063 -0.877
Cl 0.572 -4.100 -2.088
C -2.631 0.361 -0.186
C -4.121 0.659 -0.304
C -4.825 0.709 1.066
N -5.454 -0.559 1.450
C -6.906 -0.537 1.509
C -7.598 0.018 0.278
C -7.462 -0.563 -0.978
C -8.081 -0.024 -2.097
C -8.871 1.118 -1.991
C -9.026 1.701 -0.743
C -8.391 1.163 0.373
O -8.589 1.798 1.598
C -1.235 4.762 0.234
H -0.786 7.810 1.033
H -1.360 6.542 2.069
H 0.389 6.932 2.033
H 1.213 6.935 -0.664
H 1.367 5.319 -2.571
H -0.130 3.402 -2.646
H -2.139 2.305 -1.961
H -3.079 3.054 -0.680
H -0.203 0.930 -1.317
H 0.380 1.943 0.040
H -0.515 -0.336 1.385
H 1.110 0.094 0.977
H 0.127 -1.165 -1.381
H -0.371 -2.156 -0.018
H 2.470 -1.162 -0.204
H 1.817 -2.520 0.746
H -2.523 -0.320 0.661
H -2.279 -0.163 -1.106
H -4.340 1.573 -0.851
H -4.586 -0.143 -0.883
H -5.542 1.529 1.096
H -4.051 0.954 1.794
H -5.105 -1.328 0.900
H -7.244 -1.563 1.655
H -7.212 0.032 2.378
H -6.858 -1.452 -1.094
H -7.969 -0.475 -3.071
H -9.357 1.530 -2.858
H -9.647 2.579 -0.641
H -7.956 2.522 1.646
H -1.975 4.606 1.004
C 3.777 -0.129 -4.689
C 3.917 1.383 -4.732
O 4.100 1.979 -3.461
C 5.230 1.552 -2.730
C 6.558 1.803 -3.426
H 2.950 -0.421 -4.046
H 3.594 -0.517 -5.693
H 4.676 -0.614 -4.305
H 3.001 1.823 -5.128
H 4.725 1.677 -5.414
H 5.132 0.493 -2.462
H 5.200 2.114 -1.796
H 6.642 1.253 -4.364
H 7.381 1.489 -2.782
H 6.679 2.863 -3.652
C 5.669 -6.566 4.086
C 4.260 -7.110 3.910
O 3.359 -6.197 3.320
C 3.693 -5.741 2.016
C 3.796 -6.852 0.986
H 5.654 -5.655 4.685
H 6.297 -7.305 4.587
H 6.137 -6.327 3.130
H 3.839 -7.341 4.890
H 4.279 -8.050 3.347
H 4.614 -5.148 2.042
H 2.895 -5.060 1.726
H 4.591 -7.561 1.226
H 4.006 -6.429 0.004
H 2.859 -7.409 0.934
C -4.350 -8.292 -2.100
C -4.086 -6.795 -2.117
O -3.905 -6.227 -0.836
C -2.824 -6.734 -0.073
C -1.466 -6.564 -0.732
H -5.227 -8.517 -1.491
H -4.525 -8.653 -3.114
H -3.508 -8.852 -1.690
H -4.949 -6.281 -2.542
H -3.233 -6.562 -2.764
H -2.999 -7.785 0.184
H -2.844 -6.177 0.864
H -1.395 -7.113 -1.672
H -0.679 -6.932 -0.072
H -1.275 -5.514 -0.947
C 11.665 -0.866 0.784
C 11.301 0.508 0.246
O 10.634 0.483 -1.000
C 9.399 -0.214 -1.033
C 8.351 0.337 -0.082
H 12.288 -1.403 0.066
H 12.215 -0.768 1.720
H 10.783 -1.476 0.979
H 12.212 1.082 0.075
H 10.714 1.066 0.984
H 9.559 -1.283 -0.853
H 9.043 -0.123 -2.059
H 8.662 0.259 0.960
H 7.416 -0.215 -0.194
H 8.159 1.390 -0.292
C -5.412 9.116 2.557
C -5.871 7.718 2.176
O -4.917 6.709 2.432
C -4.511 6.553 3.778
C -5.644 6.204 4.730
H -4.488 9.367 2.034
H -6.176 9.848 2.290
H -5.223 9.208 3.628
H -6.053 7.678 1.102
H -6.824 7.480 2.665
H -3.978 7.447 4.122
H -3.784 5.741 3.772
H -6.397 6.993 4.780
H -5.253 6.053 5.736
H -6.142 5.289 4.408


80
Properties=species:S:1:pos:R:3 method="wB97M-V/def2-TZVPD" gap_ev="7.7081 / 6.4840" de_lowest_kcal_mol=41.3 total_charge=+1 s2=0.760 multiplicity=2
Ir -0.569 1.325 1.865
S 0.439 3.206 0.887
P 1.576 1.787 -0.013
C 1.157 0.582 1.200
P 2.037 0.223 2.662
S 0.817 1.388 3.761
C 2.005 -1.519 3.095
C 3.140 -2.148 3.606
C 3.064 -3.465 4.036
C 1.861 -4.150 3.962
C 0.733 -3.527 3.444
C 0.796 -2.214 3.012
C 3.763 0.686 2.589
C 4.577 0.115 1.610
C 5.920 0.444 1.558
C 6.451 1.335 2.486
C 5.640 1.912 3.451
C 4.290 1.592 3.503
C 3.202 2.448 -0.398
C 3.692 3.537 0.322
C 4.883 4.135 -0.061
C 5.586 3.646 -1.153
C 5.116 2.543 -1.855
C 3.925 1.945 -1.482
C 0.928 1.147 -1.555
C 0.459 -0.160 -1.618
C -0.339 -0.545 -2.686
C -0.734 0.405 -3.619
C -0.052 1.618 -3.682
C 0.752 2.014 -2.630
H 4.080 -1.619 3.673
H 3.944 -3.950 4.436
H 1.800 -5.170 4.316
H -0.206 -4.062 3.389
H -0.089 -1.734 2.617
H 4.163 -0.587 0.894
H 6.556 0.003 0.803
H 7.506 1.572 2.458
H 6.057 2.607 4.167
H 3.647 2.045 4.249
H 3.133 3.920 1.166
H 5.252 4.993 0.484
H 6.498 4.135 -1.468
H 5.669 2.162 -2.703
H 3.547 1.097 -2.041
H 0.693 -0.861 -0.825
H -0.736 -1.551 -2.736
H -1.026 0.008 -4.588
H -0.244 2.295 -4.504
H 1.212 2.996 -2.624
C -5.590 -3.508 0.201
C -5.868 -2.368 -0.771
C -5.864 -2.880 -2.198
C -6.104 -1.749 -3.177
C -5.055 -0.690 -2.990
C -4.743 0.182 -3.997
C -3.727 1.121 -3.810
F -3.476 1.974 -4.819
C -2.929 1.159 -2.710
C -3.363 0.394 -1.599
C -2.781 0.616 -0.289
O -1.773 1.351 -0.071
C -3.446 -0.026 0.791
C -4.400 -0.965 0.590
N -4.850 -1.279 -0.637
C -4.406 -0.543 -1.734
C -2.740 0.392 2.022
O -2.829 1.565 2.431
O -1.783 -0.375 2.410
H -6.201 -4.363 -0.085
H -5.841 -3.270 1.233
H -4.542 -3.807 0.154
H -6.845 -1.927 -0.553
H -6.632 -3.646 -2.293
H -4.897 -3.353 -2.400
H -7.096 -1.319 -3.011
H -6.081 -2.113 -4.204
H -5.290 0.166 -4.931
H -2.571 2.146 -2.431
H -4.848 -1.491 1.418


| no. | E_tot (eV) |
| --- | --- |
| 1 | -14509.089 |
| 2 | -37586.413 |
| 3 | -52652.055 |
| 4 | -87128.669 |
| 5 | -94378.747 |